C5H15NO | the ωB97M-V functional and the def2-TZVPD basis

XYZ file:
```
22
Properties=species:S:1:pos:R:3:forces:R:3:lowdin_charge:R:1
C -0.9055 2.0018 -0.1508 0.3 0.9 0.6 0.023
C 0.0320 0.7573 -0.0982 0.6 -2.3 -1.6 -0.334
C -0.4698 -0.3279 -1.1167 -0.8 0.9 -0.8 -0.388
C 0.5077 -1.4777 -1.3301 0.8 0.6 0.9 -0.047
C -1.8916 -0.8195 -0.8422 0.9 -1.6 1.8 -0.060
N 0.0592 0.2054 1.2088 -1.5 2.7 0.8 0.333
H -1.5412 2.0299 0.7278 -0.4 0.2 -0.1 0.092
H -1.4731 2.0786 -1.0757 -0.1 -0.6 0.1 0.109
H -0.2462 2.8699 -0.1319 -0.1 0.0 0.3 0.101
H 1.0439 1.0457 -0.3993 -0.1 0.1 0.3 0.162
H -0.5394 0.2472 -2.0429 0.2 0.0 -0.1 0.138
H 1.3806 -1.1432 -1.8765 0.0 0.0 -0.7 0.084
H 0.9914 -1.7730 -0.3832 -0.7 -0.4 -0.1 0.088
H 0.0184 -2.3063 -1.8339 0.2 -0.1 0.1 0.095
H -2.5742 -0.1253 -0.3684 -0.3 0.5 -0.6 0.078
H -1.8001 -1.6164 -0.0701 -0.1 0.2 -0.2 0.093
H -2.2946 -1.3834 -1.6770 -0.2 0.5 -0.3 0.097
H -0.8566 -0.0956 1.5664 0.3 -0.9 -0.3 0.164
H 0.4362 0.8415 1.9277 0.9 -0.8 0.0 0.171
H 3.9951 -0.7227 3.0273 -0.5 0.4 -0.5 0.064
H 2.9908 -0.0109 2.0224 0.7 0.0 -0.9 -0.007
O 3.1372 -0.2753 2.9165 -0.1 -0.3 1.3 -0.055
```
Forces are in eV/Å.

Summary:
- E_LUMO (alpha / beta): -0.1204 / -0.3208 hartree
- Net charge: +1
- Spin multiplicity: 2
- HOMO energy (alpha / beta): -14.9006 / -14.8878 eV
- Energy relative to the best compared isomer or geometry (same formula, charge and spin): 1.201 eV
- Strongest force on any atom: 3.19 eV Å⁻¹
- Energy: -8956.686 eV
- Gap between HOMO and LUMO (alpha / beta): 11.62 / 6.16 eV
- ⟨S²⟩: 0.75



C3H6O2 | the ωB97M-V functional and the def2-TZVPD basis

XYZ file:
```
11
Properties=species:S:1:pos:R:3:forces:R:3:lowdin_charge:R:1
C -0.5102 -0.9148 1.2270 -0.2 -0.1 0.2 -0.112
O 0.6427 -0.5324 0.5135 0.1 0.0 0.0 -0.195
C 0.5090 0.6896 -0.1622 0.0 0.2 -0.1 -0.197
C 0.2759 0.4779 -1.6489 0.0 0.4 -0.2 -0.225
O 0.2035 1.3851 -2.4406 0.0 -0.4 0.3 0.052
H -0.6579 -0.2786 2.1124 0.0 -0.1 -0.1 0.092
H -1.4163 -0.8669 0.6048 0.1 0.0 0.1 0.092
H -0.3594 -1.9456 1.5542 0.0 0.1 0.0 0.090
H 1.4337 1.2661 -0.0410 -0.1 -0.1 -0.1 0.137
H -0.3111 1.3069 0.2360 0.1 -0.1 -0.1 0.134
H 0.1900 -0.5873 -1.9552 0.0 0.1 0.0 0.132
```
Forces are in eV/Å.

Summary:
- E_LUMO: 0.0345 hartree
- Net charge: 0
- HOMO energy: -9.7725 eV
- Energy relative to the best compared isomer or geometry (same formula, charge and spin): 1.656 eV
- Strongest force on any atom: 0.56 eV Å⁻¹
- Energy: -7302.022 eV
- Gap between HOMO and LUMO: 10.71 eV
- SMILES string: COCC=O



C5H2N | the ωB97M-V functional and the def2-TZVPD basis

XYZ file:
```
8
Properties=species:S:1:pos:R:3:forces:R:3:lowdin_charge:R:1
C 1.4855 0.8176 -0.1295 0.2 1.2 0.4 0.032
C 0.1941 1.0463 -0.0953 2.4 1.0 -0.8 0.084
C 1.7799 -0.4045 -0.1375 -1.6 -0.7 0.7 0.311
C -1.0665 0.7454 -0.0355 0.6 0.9 0.4 0.103
C -0.7736 -0.6247 -0.1519 -3.1 -4.3 0.2 -0.181
N -0.5673 -1.8009 -0.1652 0.3 3.3 0.2 0.294
H -1.8184 1.4260 0.3676 -0.5 -0.8 -0.3 0.178
H 0.7662 -1.2051 0.3474 1.9 -0.6 -0.8 0.179
```
Forces are in eV/Å.

Summary:
- E_LUMO: -0.2844 hartree
- Net charge: +1
- HOMO energy: -16.6834 eV
- Energy relative to the best compared isomer or geometry (same formula, charge and spin): 2.769 eV
- Strongest force on any atom: 5.32 eV Å⁻¹
- Energy: -6689.978 eV
- Gap between HOMO and LUMO: 8.95 eV



C28H37AlBBrCl3GeN7O2S3 | the ωB97M-V functional and the def2-TZVPD basis

XYZ file:
```
84
Properties=species:S:1:pos:R:3:forces:R:3:lowdin_charge:R:1
Al -1.0138 0.1558 0.6859 0.4 0.1 0.1 -0.335
C -3.3197 3.0190 2.0706 0.0 0.0 0.0 -0.009
N -2.0046 3.6371 2.2035 0.0 0.0 -0.2 -0.088
C -1.7520 4.9873 2.1544 -0.1 0.0 0.0 -0.041
C -0.4178 5.1382 2.2974 0.1 0.0 0.0 -0.074
N 0.1489 3.8935 2.4243 0.0 -0.2 -0.3 -0.006
B 1.6860 3.6550 2.5116 0.1 -0.1 0.1 -0.446
N 2.3713 3.2921 1.1276 -0.2 0.0 -0.3 0.007
C 3.7068 2.9326 1.1573 -0.1 0.0 0.3 -0.108
C 4.1415 2.7329 -0.1003 -0.1 -0.1 -0.2 -0.080
N 3.0610 2.9716 -0.9244 -0.1 0.1 0.1 -0.155
C 3.0502 2.8869 -2.3663 0.0 -0.1 0.0 -0.073
C 1.9693 3.3370 -0.1719 0.5 -0.1 0.1 -0.773
S 0.4936 3.7451 -0.8928 -0.1 0.0 0.3 0.631
C -0.8380 2.9845 2.3493 0.0 0.2 0.0 -0.610
S -0.7388 1.2724 2.6486 0.2 -0.1 0.0 0.763
H -4.0723 3.7843 2.2453 0.0 0.0 0.0 0.095
H -3.4367 2.2242 2.8017 0.0 0.0 0.1 0.019
H -3.4449 2.6208 1.0679 0.0 0.0 -0.1 0.074
H -2.5379 5.7083 2.0110 0.0 -0.1 0.0 0.121
H 0.1878 6.0269 2.3006 0.0 -0.1 0.0 0.120
H 2.1799 4.6934 2.8997 0.0 0.0 0.0 0.070
H 1.8973 2.7383 3.2703 0.1 0.0 0.0 0.063
H 4.2381 2.8595 2.0934 -0.1 0.0 -0.1 0.114
H 5.1038 2.4351 -0.4820 -0.1 0.0 0.0 0.106
H 4.0000 2.4671 -2.6972 0.0 0.0 0.0 0.083
H 2.9013 3.8722 -2.8067 0.0 0.0 0.0 0.080
H 2.2298 2.2505 -2.6957 0.0 0.0 0.0 0.060
C -0.2302 -3.7428 2.5041 -0.1 0.0 -0.2 -0.061
C -1.0499 -3.9497 1.2636 0.1 0.0 0.1 -0.246
C -1.4120 -5.2230 0.8647 0.0 0.0 0.0 -0.077
C -2.3048 -5.4207 -0.1845 0.0 0.0 0.1 -0.085
C -2.8675 -4.3227 -0.8296 0.0 0.0 0.0 -0.064
C -2.5239 -3.0308 -0.4797 -0.1 0.0 0.0 -0.218
C -3.2009 -1.8594 -1.1222 0.0 0.0 0.1 -0.029
C -1.5593 -2.8066 0.5582 0.1 0.1 0.1 -0.368
N -1.1528 -1.5888 0.9081 -0.2 -0.3 0.1 0.025
H 0.3515 -4.6343 2.7489 0.0 0.0 0.0 0.078
H -0.9029 -3.5334 3.3436 0.1 0.0 0.0 0.013
H 0.4238 -2.8764 2.4124 0.0 0.0 0.0 0.054
H -1.0197 -6.0764 1.4097 0.0 0.0 0.0 0.106
H -2.5979 -6.4245 -0.4698 0.0 0.0 0.0 0.094
H -3.6143 -4.4814 -1.6005 0.0 0.0 0.0 0.104
H -3.8729 -2.1842 -1.9164 0.0 0.0 0.0 0.083
H -2.4806 -1.1533 -1.5368 -0.1 0.0 0.0 0.043
H -3.7856 -1.3098 -0.3762 0.0 0.0 0.0 0.098
C 0.9926 -2.3103 -2.2058 0.1 0.0 0.0 -0.062
N 1.7365 -2.4631 -0.9584 -0.1 0.0 0.0 -0.163
C 1.9751 -3.8558 -0.5851 -0.1 0.0 -0.1 -0.035
C 1.8501 -1.4505 -0.0876 -0.1 -0.4 -0.1 -0.632
S 1.1285 0.0673 -0.4475 0.2 0.4 0.3 0.878
N 2.6278 -1.6575 0.9974 0.0 0.2 0.0 -0.195
C 2.4689 -0.8216 2.1835 0.1 0.0 0.0 -0.056
C 3.9454 -2.2655 0.8596 0.0 0.0 0.1 -0.050
H 1.3301 -3.0807 -2.8989 0.0 0.0 0.0 0.096
H 1.1702 -1.3299 -2.6368 0.1 0.0 0.0 0.044
H -0.0806 -2.4322 -2.0280 0.0 0.0 0.0 0.095
H 1.0640 -4.4259 -0.7776 0.0 0.0 0.0 0.094
H 2.2038 -3.9370 0.4702 -0.1 0.0 0.1 0.080
H 2.7919 -4.2854 -1.1707 0.0 0.0 0.0 0.095
H 1.4193 -0.6491 2.3814 -0.2 0.0 0.0 0.039
H 2.9666 0.1428 2.0781 0.1 0.1 -0.1 0.083
H 2.8888 -1.3599 3.0341 0.0 0.0 0.0 0.100
H 4.1018 -2.6309 -0.1526 0.0 0.0 0.1 0.083
H 4.0789 -3.0891 1.5652 0.0 0.0 0.0 0.095
H 4.7045 -1.5060 1.0677 0.0 0.0 0.0 0.096
Cl -4.5214 0.0592 4.0894 0.1 -0.1 0.0 -0.119
Ge -2.8154 -1.2446 3.2228 -0.4 0.1 0.0 -0.030
Cl -3.9803 -3.2003 3.0469 0.0 0.0 -0.1 -0.056
Cl -1.7197 -1.7319 5.1634 0.0 0.1 0.0 -0.091
Br 0.2031 1.1616 -7.0373 0.0 0.0 0.0 0.700
C -0.5634 1.3627 -5.3063 0.1 0.0 0.0 -0.684
C -0.3969 0.3507 -4.3778 0.0 0.0 0.0 -0.122
C -0.9539 0.5042 -3.1160 -0.1 0.0 0.0 -0.044
C -1.6757 1.6469 -2.7978 -0.1 -0.1 -0.1 -0.136
C -1.8336 2.6461 -3.7501 0.0 0.0 0.0 -0.010
C -1.2704 2.5160 -5.0092 0.0 0.0 0.0 -0.116
C -2.3296 1.8272 -1.4553 0.3 0.2 0.1 -0.536
O -3.2657 2.5820 -1.3210 -0.1 0.0 0.1 0.095
O -1.7946 1.1432 -0.4776 -0.5 0.0 -0.2 -0.060
H 0.1631 -0.5380 -4.6367 0.0 0.0 0.0 0.092
H -0.8262 -0.2721 -2.3745 0.0 0.1 -0.1 0.049
H -2.4000 3.5286 -3.4799 0.0 0.0 0.0 0.125
H -1.3741 3.2952 -5.7518 0.0 0.0 0.0 0.099
```
Forces are in eV/Å.

Summary:
- E_LUMO (alpha / beta): 0.0666 / 0.0399 hartree
- Net charge: -1
- Spin multiplicity: 2
- HOMO energy (alpha / beta): -4.4737 / -4.8415 eV
- Energy relative to the best compared isomer or geometry (same formula, charge and spin): 0.167 eV
- Strongest force on any atom: 0.56 eV Å⁻¹
- Energy: -248079.421 eV
- Gap between HOMO and LUMO (alpha / beta): 6.29 / 5.93 eV
- ⟨S²⟩: 0.79